# 1
ORCA calculation (ωB97M-V with the def2-TZVPD basis set) on 6 unconnected molecules or ions with the total composition C28H65FNO14PS.

```
111
C28H65FNO14PS | the Open Molecules 2025 dataset | ωB97M-V with the def2-TZVPD basis set
C 2.1559 -2.3520 -2.1983
C 2.3843 -3.9683 -2.0509
C 3.4591 -4.3910 -0.8546
F 4.5654 -3.3755 -0.6951
C 2.7062 -4.7009 0.5979
C 2.9468 -6.3397 0.8309
O 1.8525 -7.1552 0.2441
C 2.3355 -7.9956 -0.8624
C 2.4550 -7.4922 -2.4337
O 2.6600 -9.2867 -0.5745
O 1.2110 -4.6589 0.6177
S 0.6370 -4.8003 2.2435
O 0.2875 -6.2481 2.7559
O -0.6497 -4.0291 2.6230
O 2.1425 -4.3049 2.9426
C 3.0963 -3.7912 1.9039
N 4.4332 -4.2884 2.4864
P 2.7113 -1.9219 1.9371
O 3.0999 -1.1294 0.6261
O 3.7272 -1.2404 3.2255
O 1.0725 -1.5104 2.3625
H 1.9318 -2.1445 -3.3523
H 1.1926 -1.9475 -1.6218
H 3.0916 -1.6914 -1.9376
H 2.8934 -4.3272 -3.0691
H 1.3636 -4.5388 -1.9852
H 4.0117 -5.3625 -1.2748
H 2.9398 -6.6023 1.9954
H 4.0277 -6.6837 0.4588
H 3.5188 -7.0329 -2.6451
H 1.5743 -6.7177 -2.6211
H 2.2972 -8.4150 -3.1722
H 5.0122 -3.4770 2.8256
H 5.0309 -4.7068 1.7113
H 4.4248 -0.6524 2.7654
H 0.4834 -1.8991 1.6277
C -3.7055 -1.8017 2.9149
C -2.7853 -0.7745 2.2751
O -2.1170 -1.2573 1.1121
C -2.9473 -1.6729 0.0300
C -3.8407 -0.5670 -0.5057
H -3.1440 -2.7055 3.1813
H -4.1640 -1.3916 3.8209
H -4.5099 -2.1040 2.2417
H -2.0062 -0.5050 2.9952
H -3.3245 0.1491 2.0453
H -3.5348 -2.5499 0.3211
H -2.2762 -2.0039 -0.7714
H -4.5387 -0.2016 0.2510
H -4.4263 -0.9293 -1.3563
H -3.2376 0.2866 -0.8339
C -8.6238 1.8487 1.7381
C -7.2403 2.4622 1.5931
O -6.5327 2.0018 0.4444
C -7.1398 2.2590 -0.8199
C -7.3499 3.7374 -1.0998
H -8.5550 0.7549 1.7821
H -9.1071 2.2088 2.6525
H -9.2721 2.1012 0.8969
H -6.6397 2.1825 2.4644
H -7.2915 3.5549 1.5928
H -8.0787 1.7024 -0.9073
H -6.4660 1.8480 -1.5809
H -8.0220 4.2003 -0.3736
H -7.7820 3.8785 -2.0954
H -6.3966 4.2750 -1.0524
C 2.3139 2.1383 -5.0736
C 2.8557 0.9185 -4.3456
O 3.2354 -0.1419 -5.2195
C 4.2569 0.1539 -6.1693
C 5.5695 0.5784 -5.5328
H 1.4493 1.8635 -5.6901
H 2.0055 2.9055 -4.3556
H 3.0592 2.5822 -5.7362
H 2.0708 0.5219 -3.6939
H 3.6909 1.1877 -3.6926
H 3.9021 0.9050 -6.8827
H 4.4246 -0.7636 -6.7457
H 5.4639 1.4956 -4.9490
H 6.3263 0.7555 -6.3033
H 5.9354 -0.2006 -4.8550
C -8.4895 7.3497 4.8397
C -8.1801 5.9152 5.2371
O -7.4135 5.2093 4.2643
C -6.1301 5.7482 3.9551
C -5.2011 5.8231 5.1548
H -9.0256 7.3749 3.8831
H -9.1082 7.8324 5.6035
H -7.5820 7.9447 4.7208
H -9.1233 5.3710 5.3482
H -7.6846 5.8741 6.2114
H -6.2377 6.7271 3.4764
H -5.6841 5.0854 3.2042
H -5.5929 6.4786 5.9360
H -4.2213 6.2069 4.8541
H -5.0674 4.8301 5.5977
C 8.7351 3.7665 -1.8519
C 7.3415 3.1597 -1.8214
O 7.2720 1.8669 -2.4182
C 8.0843 0.8527 -1.8312
C 7.7601 0.5887 -0.3706
H 9.1003 3.8352 -2.8839
H 8.7240 4.7703 -1.4142
H 9.4537 3.1662 -1.2908
H 6.6656 3.8049 -2.3914
H 6.9479 3.1268 -0.8013
H 9.1440 1.0950 -1.9636
H 7.9041 -0.0645 -2.4041
H 7.9289 1.4701 0.2523
H 8.3847 -0.2218 0.0174
H 6.7080 0.3048 -0.2576
```

E_HOMO   -9.51 eV
Net charge   0
LUMO level   -0.4 eV
2S+1   1
Kohn-Sham gap   9.090 eV
E   -83076.897 eV
SMILES   CC[C@@H](F)[C@]1(COC(C)=O)OS(=O)(=O)O[C@]1(N)P(=O)(O)O.CCOCC.CCOCC.CCOCC.CCOCC.CCOCC

---

# 2
ORCA calculation (ωB97M-V with the def2-TZVPD basis set) on 8 unconnected molecules or ions with the total composition C28H65N3O20S5.

```
121
C28H65N3O20S5 | the Open Molecules 2025 dataset | ωB97M-V with the def2-TZVPD basis set
O 4.8120 -6.0134 -1.4804
S 5.6940 -7.0519 -2.0769
O 6.8349 -7.3893 -1.3245
O 4.8814 -8.3001 -2.8828
C 5.4069 -8.6982 -4.0799
C 6.5449 -7.6925 -4.4092
O 6.1441 -6.5608 -3.6450
H 5.8433 -9.6899 -3.9609
H 4.6703 -8.8033 -4.8764
H 6.5205 -7.4044 -5.4602
H 7.5144 -8.0868 -4.1048
O 1.7953 -9.1480 2.5640
S 2.3994 -8.5029 3.7169
O 1.8743 -8.7238 5.0195
O 4.0288 -8.8341 3.7885
C 4.8890 -7.8193 4.1667
C 3.9619 -6.6061 4.1842
O 2.7612 -6.8989 3.5137
H 5.4055 -7.9906 5.1111
H 5.5265 -7.6784 3.2938
H 4.4951 -5.7228 3.8327
H 3.7457 -6.4170 5.2356
O -2.2268 0.1845 1.8434
S -0.8080 0.1460 1.4193
O 0.0115 1.3193 1.7823
O -0.0021 -1.0737 2.1856
C 1.1153 -1.4902 1.3916
C 0.7650 -1.0192 -0.0463
O -0.5491 -0.4905 -0.0217
H 2.0520 -1.2502 1.8946
H 1.0526 -2.5778 1.4298
H 0.8170 -1.8053 -0.7996
H 1.5050 -0.2435 -0.2432
O 5.6894 3.0822 -1.7020
S 5.2239 4.2314 -0.9437
O 6.1686 4.9199 -0.0369
O 4.5495 5.3676 -1.9884
C 3.2104 5.7096 -1.5941
C 2.9910 5.1775 -0.1644
O 3.7306 3.9525 -0.2205
H 3.2163 6.7945 -1.4888
H 2.3082 5.5235 -2.1768
H 1.9859 5.1245 0.2539
H 3.4038 5.8334 0.6020
O 8.5414 0.0982 3.5546
S 9.4889 -0.0335 2.4476
O 10.5374 0.9311 2.3855
O 9.9969 -1.5706 2.1713
C 9.2292 -2.3575 1.2805
C 8.2579 -1.3748 0.6246
O 8.5965 -0.0254 1.0544
H 9.9411 -2.7363 0.5471
H 8.8150 -3.1465 1.9081
H 7.2797 -1.7121 0.9673
H 8.1926 -1.5220 -0.4535
C 0.0676 -0.9365 -6.7799
C 0.4546 -1.5312 -5.4373
N 1.4275 -2.6326 -5.3034
C 2.7293 -2.5871 -5.9008
C 3.5451 -1.6175 -5.1110
C 0.7839 -3.9320 -5.6932
C -0.0018 -4.4847 -4.4633
H -0.6851 -1.3329 -7.4613
H 0.9867 -0.6814 -7.3073
H -0.2612 0.0890 -6.6115
H 0.9304 -0.6395 -5.0291
H -0.5110 -1.8474 -5.0428
H 3.1852 -3.5557 -5.6959
H 2.6730 -2.2926 -6.9487
H 3.0984 -0.6308 -4.9883
H 3.6286 -1.9850 -4.0882
H 4.5388 -1.6098 -5.5587
H 1.4458 -4.7645 -5.9319
H 0.0280 -3.8312 -6.4719
H -0.7841 -3.8406 -4.0619
H 0.7337 -4.7788 -3.7145
H -0.5444 -5.3459 -4.8533
C -8.3772 3.1898 -3.9327
C -7.7619 2.7512 -2.5885
N -8.4324 3.1385 -1.3298
C -8.0962 4.4828 -0.9178
C -8.4069 5.7702 -1.8880
C -7.9771 2.1588 -0.2598
C -8.9113 2.2134 0.9963
H -9.2374 2.5868 -4.2234
H -7.6332 2.9792 -4.7009
H -8.8095 4.1865 -4.0215
H -7.4513 1.7069 -2.5557
H -6.7198 3.0664 -2.6422
H -8.5878 4.7804 0.0084
H -7.0632 4.6033 -0.5914
H -7.9308 5.6279 -2.8582
H -9.4753 5.8075 -2.1006
H -8.2073 6.7099 -1.3731
H -6.9218 2.1508 0.0128
H -8.0929 1.1647 -0.6915
H -9.8083 2.8131 0.8418
H -8.3218 2.6775 1.7869
H -9.1761 1.2177 1.3521
C -2.5954 4.2372 7.5233
C -3.2972 5.5097 6.9865
N -4.5173 5.1397 6.2693
C -4.3658 4.4589 4.9110
C -3.8448 5.3448 3.8335
C -5.5480 6.1568 6.4690
C -6.9582 5.7366 5.9891
H -1.9042 3.8436 6.7780
H -3.3907 3.5869 7.8876
H -2.0497 4.4302 8.4469
H -3.4044 6.2928 7.7371
H -2.6717 5.9295 6.1987
H -3.6977 3.6261 5.1305
H -5.1857 3.7800 4.6766
H -3.5768 4.8042 2.9257
H -4.4357 6.2174 3.5552
H -2.8543 5.7419 4.0554
H -5.2425 7.0860 5.9882
H -5.5679 6.3760 7.5366
H -6.8437 5.5454 4.9221
H -7.7536 6.4817 6.0023
H -7.2002 4.7262 6.3188
```

E_HOMO   -7.73 eV
Net charge   0
LUMO level   -0.3 eV
2S+1   1
Relative energy (zero: lowest compared OMol25 entry of this formula, charge and spin)   0.0 kcal per mole
Kohn-Sham gap   7.400 eV
E   -129673.664 eV
SMILES   O=S1(=O)OCCO1.O=S1(=O)OCCO1.O=S1(=O)OCCO1.O=S1(=O)OCCO1.O=S1(=O)OCCO1.CCN(CC)CC.CCN(CC)CC.CCN(CC)CC